Entry 1:
ORCA calculation (the ωB97M-V functional and the def2-TZVPD basis) on a cluster of 2 separate species, C2H8NO in total.

Properties
Gap between HOMO and LUMO in eV: 11.863
LUMO level in eV: -4.71
Relative energy (zero: lowest compared OMol25 entry of this formula, charge and spin) in eV: 0.563
Charge: +1

Last column: Löwdin charge in e.
CARTESIAN COORDINATES (ANGSTROEM)
C (1.3965, 0.0278, 0.9322)  0.014
C (0.8380, -0.0580, -1.4174)  0.170
N (0.4758, 0.0503, -0.2138)  0.003
H (2.4078, 0.1921, 0.5692)  0.103
H (1.3273, -0.9298, 1.4338)  0.110
H (1.1389, 0.8422, 1.5912)  0.105
H (1.8909, -0.2120, -1.6659)  0.130
H (0.1351, -0.0150, -2.2382)  0.127
H (-0.5335, 0.2205, -0.0341)  0.108
H (-2.4651, -0.3002, 1.3034)  0.082
H (-3.0131, 0.3966, 0.0611)  0.081
O (-2.2178, -0.0325, 0.4050)  -0.036

Entry 2:
ORCA calculation (the ωB97M-V functional and the def2-TZVPD basis) on a cluster of 2 separate species, C2H8NO in total at a distorted geometry.

Properties
Gap between HOMO and LUMO in eV: 11.428
LUMO level in eV: -4.98
Relative energy (zero: lowest compared OMol25 entry of this formula, charge and spin) in eV: 0.869
Charge: +1

Last column: Löwdin charge in e.
CARTESIAN COORDINATES (ANGSTROEM)
C (-0.3100, -1.7146, 0.5541)  0.010
C (0.4917, -0.1786, -1.1746)  0.174
N (-0.0873, -0.4267, -0.0872)  0.009
H (-1.0365, -1.6046, 1.3507)  0.110
H (0.6144, -2.1248, 0.9086)  0.105
H (-0.6926, -2.4616, -0.1176)  0.105
H (1.1370, -0.8831, -1.6702)  0.132
H (0.5036, 0.8462, -1.5195)  0.115
H (-0.5050, 0.3707, 0.4042)  0.139
H (-0.6075, 2.8750, -0.0685)  0.068
H (0.5004, 2.9468, 0.9578)  0.038
O (-0.0083, 2.3552, 0.4623)  -0.005

Entry 3:
ORCA calculation (the ωB97M-V functional and the def2-TZVPD basis) on a cluster of 2 separate species, C2H8NO in total.

Properties
Gap between HOMO and LUMO in eV: 9.941
LUMO level in eV: -5.20
Relative energy (zero: lowest compared OMol25 entry of this formula, charge and spin) in eV: 0.945
Charge: +1

Last column: Löwdin charge in e.
CARTESIAN COORDINATES (ANGSTROEM)
C (-0.7610, 0.2226, -1.1471)  0.018
C (-1.5734, 0.8597, 1.0739)  0.190
N (-0.7742, 0.2205, 0.3251)  0.011
H (0.2754, 0.2324, -1.4826)  0.108
H (-1.2429, -0.7003, -1.4754)  0.118
H (-1.3175, 1.0718, -1.5154)  0.103
H (-2.2755, 1.5281, 0.5872)  0.131
H (-1.5620, 0.7108, 2.1454)  0.131
H (-0.0659, -0.3849, 0.7474)  0.172
H (3.2976, -0.7489, -0.3100)  0.041
H (3.2734, -1.6373, 0.9010)  0.046
O (2.7262, -1.3746, 0.1506)  -0.068

Entry 4:
ORCA calculation (the ωB97M-V functional and the def2-TZVPD basis) on a cluster of 2 separate species, C2H8NO2 in total at a distorted geometry.

Properties
Gap between HOMO and LUMO in eV: 8.040
LUMO level in eV: 4.46
Relative energy (zero: lowest compared OMol25 entry of this formula, charge and spin) in eV: 0.252
Charge: -1

Last column: Löwdin charge in e.
CARTESIAN COORDINATES (ANGSTROEM)
C (-0.3909, 0.6612, -1.0396)  -0.370
O (-1.3502, 0.5030, -0.0613)  -0.165
C (1.0204, 0.9038, -0.4782)  -0.325
N (1.6487, -0.2437, 0.1232)  -0.022
H (-0.6531, 1.5295, -1.6800)  0.091
H (-0.3355, -0.2301, -1.7443)  0.108
H (0.8655, 1.6856, 0.2679)  0.100
H (1.5974, 1.2798, -1.3500)  0.092
H (1.7369, -0.9607, -0.5769)  0.042
H (1.0144, -0.5680, 0.8668)  0.038
H (-0.6626, -2.3995, 1.3130)  -0.120
H (-1.3034, -0.3698, 0.5272)  -0.005
O (-0.9021, -1.4749, 1.3927)  -0.464

Entry 5:
ORCA calculation (the ωB97M-V functional and the def2-TZVPD basis) on a cluster of 2 separate species, C2H8NO2 in total at a distorted geometry.

Properties
Gap between HOMO and LUMO in eV: 11.617
LUMO level in eV: -3.51
Relative energy (zero: lowest compared OMol25 entry of this formula, charge and spin) in eV: 1.198
Charge: +1

Last column: Löwdin charge in e.
CARTESIAN COORDINATES (ANGSTROEM)
O (-1.6009, -1.2033, 0.0816)  0.099
C (-1.2652, -0.9100, 1.1875)  -0.169
C (-0.1806, 0.2303, 1.3128)  -0.084
N (-0.0133, 0.8670, -0.0105)  0.174
H (-1.5357, -1.3236, 2.1673)  0.142
H (-0.2863, 0.9858, 2.0862)  0.133
H (0.7187, -0.3043, 1.6318)  0.140
H (-0.0709, 1.8829, 0.0825)  0.179
H (0.8528, 0.5626, -0.4831)  0.132
H (-0.7831, 0.6101, -0.6347)  0.150
H (0.7863, -0.4792, -3.0054)  0.074
H (2.1592, -0.5315, -2.2666)  0.065
O (1.2192, -0.3868, -2.1494)  -0.035

Entry 6:
ORCA calculation (the ωB97M-V functional and the def2-TZVPD basis) on the molecule C2H8NO2P at a distorted geometry.

Properties
Gap between HOMO and LUMO in eV: 9.627
LUMO level in eV: 0.86
Relative energy (zero: lowest compared OMol25 entry of this formula, charge and spin) in eV: 2.416
SMILES: CN(C)P(O)O

Last column: Löwdin charge in e.
CARTESIAN COORDINATES (ANGSTROEM)
C (0.3059, -1.5800, 0.9765)  -0.209
N (0.1966, -0.5445, 0.0224)  -0.458
C (-0.7172, -0.4527, -1.0172)  -0.213
P (0.9094, 1.0570, 0.4859)  0.986
O (1.3867, 1.4952, -1.0219)  -0.311
O (-0.6801, 2.2690, 0.4444)  -0.395
H (1.2190, -1.4530, 1.5890)  0.066
H (-0.6874, -1.8407, 1.5943)  0.115
H (0.4233, -2.5669, 0.5291)  0.064
H (-1.2959, 0.6247, -1.0376)  0.112
H (-0.2458, -0.6249, -2.0480)  0.089
H (-1.5050, -1.2851, -0.8657)  0.100
H (1.4497, 2.4591, -1.0738)  0.052
H (-0.7592, 2.4427, 1.4229)  0.000

Number 1: calculated total energy -5734.3216 eV. Number 2: calculated total energy -5734.0150 eV. Number 3: calculated total energy -5733.9394 eV. Number 4: calculated total energy -7788.9328 eV. Number 5: calculated total energy -7781.7602 eV. Number 6: calculated total energy -17076.9732 eV.